# 1
{"formula": "C56H43GeN3O6STi", "method": "ωB97M-V/def2-TZVPD", "e_above_lowest_kcal_mol": 60.2, "orbital_gap_ev": [4.977, 4.978], "total_charge": -2, "homo_energy_ev": [-0.99, -0.99], "e_lumo_ha": [0.1464, 0.1464], "spin_multiplicity": 1, "species": ["H", "H", "H", "O", "H", "C", "C", "H", "C", "H", "C", "C", "C", "C", "C", "C", "H", "C", "H", "C", "C", "C", "C", "H", "C", "N", "H", "Ti", "O", "H", "O", "H", "H", "C", "H", "H", "C", "Ge", "H", "H", "H", "C", "C", "C", "H", "C", "C", "C", "H", "H", "H", "C", "H", "C", "C", "C", "H", "H", "C", "C", "C", "H", "O", "C", "C", "C", "H", "C", "N", "H", "C", "S", "C", "C", "C", "O", "H", "C", "N", "H", "H", "C", "C", "H", "H", "O", "C", "C", "C", "H", "C", "C", "H", "H", "H", "H", "H", "H", "C", "H", "C", "H", "C", "H", "C", "C", "C", "C", "C", "C", "C"], "coordinates": [[-2.2493, 0.8317, 3.6298], [1.1381, -9.0276, 0.6165], [3.0902, -6.5707, 4.2852], [1.1956, 1.2404, 0.6976], [0.0704, 4.9243, -2.9255], [-1.9845, 3.9174, -1.5891], [3.6376, -1.0364, 2.2047], [4.5575, 3.4871, -1.4876], [4.9128, -0.4901, 2.2660], [-0.5646, 5.8203, 4.3566], [-2.4116, -1.5873, -4.5035], [1.4645, -1.4217, 0.9657], [3.4652, -0.3530, -0.0707], [-0.0940, -5.8687, 0.2081], [2.1676, 5.1596, -3.1895], [0.7077, -6.9920, 0.0590], [-2.8657, 2.1890, -2.4913], [-0.3811, -1.9436, -2.6301], [-4.8552, 5.8817, -3.3416], [1.5023, 1.4518, 3.0279], [0.7173, 4.2421, 1.6449], [-0.3512, 1.3073, 4.4659], [-0.7125, 1.6800, -4.3760], [-2.5443, 1.0744, -5.3700], [0.1952, -4.6863, -0.4573], [-0.9377, 1.4104, 5.8255], [-3.1785, 7.0877, -1.9680], [0.7860, -0.0882, -0.5686], [3.0484, -2.7676, -1.3441], [2.5485, 1.6428, 2.8215], [1.9330, -3.3474, -3.4523], [1.6762, 4.0011, 1.2078], [-0.1678, -2.5011, 1.6433], [-3.9654, 3.9602, -2.9861], [4.3169, 5.1739, -3.2964], [4.3031, -5.5329, 2.3864], [1.4298, -5.2111, 4.1383], [-0.5049, 2.9208, -0.7223], [2.5932, 2.5603, -0.3920], [-0.0827, -3.7430, 3.7387], [5.4657, -0.5294, 3.1973], [2.6668, -5.7194, 3.7663], [-3.1166, 6.0114, -2.0833], [1.2982, -4.6180, -1.2881], [-1.3801, 5.8477, -0.8549], [1.5730, -3.5210, 2.4033], [3.3493, -5.1314, 2.7066], [-2.0650, -2.8466, -4.0639], [-2.6078, 0.2494, 1.2001], [-0.9434, -5.9031, 0.8804], [1.6301, 1.7550, 5.1783], [1.0084, 1.5251, 4.3288], [-3.1877, -1.4617, -5.2503], [0.6789, 1.1747, 1.9592], [0.4052, -8.2481, 0.8279], [1.7973, -6.9147, -0.8035], [-0.5117, 2.5122, -5.0470], [1.6065, 5.2607, 3.3049], [-1.7223, -0.4436, -4.0408], [-1.6668, 4.1406, 1.6317], [-0.7585, -0.6838, -3.0437], [5.1388, 0.6833, -0.9005], [-1.0574, 0.0634, -0.1851], [-4.0571, 5.3359, -2.8511], [-0.9369, 1.0559, -1.2947], [-0.4540, 3.8217, 1.0224], [3.3284, -3.6261, 1.1782], [3.4419, 4.7587, -2.8103], [0.7087, -1.9908, -1.6779], [-0.7580, -4.0653, -2.8667], [-0.5357, 5.2726, 3.4222], [1.8234, -3.0904, -2.0394], [1.1545, 3.6637, -1.5610], [-2.9400, 3.2596, -2.3594], [2.4470, 3.2827, -1.1861], [-2.1241, 1.1558, 5.9718], [2.9562, -5.6828, -2.1262], [-1.8236, 0.8608, -4.5930], [-0.1231, 0.4510, -2.3951], [-2.6702, 5.0798, 3.2769], [2.0406, 5.8904, -3.9808], [0.8903, -4.1302, 3.4568], [5.4708, 0.1182, 1.1529], [-2.5930, 3.8052, 1.1808], [0.4209, -8.0546, 1.9022], [-0.1976, 1.7215, 6.7493], [4.7317, 0.1951, -0.0230], [-1.2013, 0.9936, 3.4248], [-1.7140, 4.8578, 2.8188], [2.9401, -0.2542, -1.0286], [-1.0309, -3.0584, -3.1467], [2.8911, -1.0149, 1.0262], [-0.4137, -3.8061, -0.3205], [-2.5929, -3.7071, -4.4619], [-4.6878, 3.4216, -3.5879], [1.1925, 1.8929, -3.3449], [6.4651, 0.5462, 1.2004], [2.4357, -7.7824, -0.9325], [-1.6010, 0.6056, 1.0423], [-0.5835, -8.6394, 0.5792], [-0.7143, 0.8818, 2.1021], [0.8785, -5.6602, 4.9568], [3.5735, 3.8155, -1.8041], [3.1944, -1.4832, 3.0856], [-2.0980, 5.3050, -1.4606], [2.8126, -4.0468, 2.0333], [0.9223, -2.4318, 1.6452], [2.0945, -5.7420, -1.4752], [0.6788, 4.9636, 2.8304], [1.0477, 4.6173, -2.5768], [0.2194, 1.4400, -3.4072]], "atomic_forces_ev_per_a": [[0.0, 0.0, 0.0], [0.0, 0.0, 0.0], [0.0, 0.0, 0.0], [-0.1, 0.2, 0.5], [-0.1, 0.0, 0.0], [0.0, 0.1, 0.0], [0.1, 0.0, 0.1], [0.0, 0.0, 0.0], [-0.1, -0.1, 0.1], [0.0, 0.0, 0.0], [0.0, 0.0, 0.0], [0.4, -0.1, -0.1], [0.0, 0.0, 0.1], [0.0, 0.1, 0.0], [0.0, 0.0, 0.0], [0.0, 0.0, 0.0], [0.0, 0.0, 0.0], [0.7, -0.4, 0.3], [0.0, 0.0, 0.0], [0.0, 0.0, 0.3], [0.0, 0.1, -0.1], [-0.3, 0.1, 0.6], [0.1, 0.2, -0.2], [0.0, 0.0, -0.1], [0.0, 0.0, 0.0], [0.3, -0.2, -0.4], [0.0, 0.0, 0.0], [0.2, 0.2, -0.5], [0.0, 0.0, 0.0], [0.0, 0.0, 0.0], [0.0, -0.1, -0.1], [0.0, 0.0, 0.0], [0.0, 0.0, 0.0], [0.0, 0.0, 0.0], [0.0, 0.0, 0.0], [0.0, 0.0, 0.0], [0.0, 0.0, 0.0], [-0.1, 0.4, -0.6], [0.0, 0.0, 0.0], [0.0, 0.0, 0.0], [0.0, 0.0, 0.0], [0.0, 0.0, 0.0], [0.0, 0.0, 0.0], [0.1, -0.2, 0.0], [0.0, 0.0, 0.0], [-0.1, 0.0, -0.1], [0.0, 0.0, 0.0], [0.0, 0.0, 0.0], [0.1, -0.1, 0.0], [0.0, 0.0, 0.0], [0.0, 0.0, 0.0], [0.1, 0.0, -0.2], [0.0, 0.0, 0.0], [0.1, 0.0, -0.5], [0.0, -0.1, 0.0], [0.0, -0.1, 0.0], [0.0, 0.0, 0.0], [0.0, 0.0, 0.0], [-0.2, -0.1, 0.0], [0.0, 0.0, 0.1], [0.0, 0.3, 0.0], [0.0, 0.0, 0.0], [-1.2, 0.1, -0.3], [0.0, 0.0, 0.0], [1.7, -0.5, 0.9], [-0.3, -0.1, 0.3], [0.0, 0.0, 0.0], [0.0, 0.0, 0.0], [-0.2, -0.1, -0.9], [0.0, 0.1, 0.0], [0.0, 0.0, 0.0], [-0.2, 0.3, 0.4], [0.1, -0.1, 0.0], [0.0, 0.0, 0.0], [0.0, 0.0, 0.1], [0.2, 0.1, 0.1], [0.0, 0.0, 0.0], [0.1, -0.1, 0.1], [-0.9, -0.2, 0.0], [0.0, 0.0, 0.0], [0.0, 0.0, 0.0], [0.0, 0.0, 0.0], [0.0, 0.1, -0.1], [0.0, 0.0, 0.0], [0.0, 0.0, 0.0], [-0.2, 0.0, 0.0], [0.1, 0.0, 0.1], [0.0, 0.0, -0.1], [0.0, 0.0, -0.1], [0.2, -0.2, -0.1], [-0.4, 0.1, -0.1], [-0.1, 0.1, 0.0], [-0.1, 0.1, 0.0], [0.0, 0.0, 0.0], [0.0, 0.0, 0.0], [0.0, 0.0, 0.0], [0.0, 0.0, 0.0], [0.0, 0.0, 0.0], [0.3, 0.2, -0.2], [0.0, 0.0, 0.0], [-0.2, -0.1, 0.2], [0.0, 0.0, 0.0], [0.0, 0.0, 0.0], [0.0, 0.0, 0.0], [0.0, 0.0, 0.1], [0.0, -0.1, -0.1], [-0.2, 0.0, 0.2], [0.0, 0.1, 0.0], [0.0, 0.0, 0.1], [0.0, 0.0, 0.0], [0.0, 0.0, 0.2]], "lowdin_charge": [0.12, 0.07, 0.08, -0.27, 0.09, -0.26, -0.04, 0.09, -0.09, 0.09, -0.07, -0.15, -0.10, -0.03, -0.10, -0.28, 0.08, -0.26, 0.09, -0.02, -0.09, -0.18, -0.14, 0.08, -0.07, -0.35, 0.09, 1.03, -0.30, 0.12, -0.29, 0.09, 0.11, -0.09, 0.09, 0.10, -0.11, 1.07, 0.08, 0.11, 0.09, -0.12, -0.11, -0.27, 0.10, -0.22, -0.09, -0.11, 0.10, 0.12, 0.10, -0.04, 0.09, -0.33, -0.06, -0.05, 0.10, 0.10, -0.19, -0.11, -0.14, 0.10, -0.26, -0.12, -0.21, -0.26, 0.11, -0.12, -0.19, 0.09, -0.11, 0.59, -0.24, -0.09, -0.12, 0.03, 0.11, -0.12, -0.17, 0.09, 0.09, -0.05, -0.11, 0.10, 0.07, 0.02, -0.07, 0.03, -0.09, 0.09, -0.07, -0.25, 0.11, 0.09, 0.09, 0.09, 0.09, 0.10, -0.11, 0.07, -0.19, 0.09, -0.09, 0.12, -0.13, -0.04, -0.09, -0.05, -0.09, -0.11, -0.14]}

***

# 2
{"formula": "C56H44BBrF4LuN4O5", "method": "ωB97M-V/def2-TZVPD", "e_above_lowest_kcal_mol": 53.6, "orbital_gap_ev": 5.726, "total_charge": -1, "homo_energy_ev": -4.29, "e_lumo_ha": 0.0529, "spin_multiplicity": 1, "species": ["H", "C", "C", "C", "C", "O", "F", "F", "C", "H", "C", "O", "C", "C", "N", "H", "H", "H", "C", "C", "H", "H", "Lu", "C", "C", "C", "C", "C", "H", "H", "C", "O", "C", "F", "C", "C", "C", "H", "H", "C", "H", "H", "Br", "H", "H", "H", "C", "H", "C", "H", "H", "C", "C", "C", "H", "H", "H", "C", "F", "H", "H", "H", "B", "C", "N", "C", "C", "C", "N", "C", "H", "C", "C", "O", "C", "H", "C", "H", "C", "H", "C", "H", "C", "C", "C", "H", "H", "H", "H", "C", "H", "H", "H", "H", "H", "H", "H", "C", "C", "N", "C", "C", "C", "H", "C", "O", "C", "C", "C", "C", "C", "C", "C", "H", "C", "H"], "coordinates": [[3.6714, -1.0354, -2.8057], [1.4682, -4.5618, -0.0206], [-3.5995, 0.1342, 1.7404], [0.4086, 2.6614, 1.2998], [-0.9084, 2.3511, 1.3925], [-2.0057, -9.3178, 0.7216], [-1.5640, 1.0282, -1.6623], [-0.8356, 3.1781, -1.7030], [1.4829, 1.7965, 0.8327], [-2.1491, -9.8687, 2.7732], [3.8461, 2.7463, -3.3573], [0.8798, 0.0652, -2.2527], [1.7502, 6.8294, 1.6544], [-6.8821, 0.1538, 3.5864], [-1.8726, -1.5504, 1.2143], [-7.8124, 1.4478, 0.6709], [3.4875, -4.1745, -0.7654], [7.7090, 1.2369, -2.7255], [0.3737, -3.5101, 0.2632], [1.0463, 4.7864, 2.7262], [-1.0791, -8.0112, 2.8293], [4.6671, 2.8700, -2.6652], [-0.5753, -0.5500, -0.3626], [-0.8536, -3.7911, 0.9024], [2.5219, 3.3416, -5.3016], [-1.2570, -5.2636, 0.9268], [-5.8369, 0.9484, 1.0849], [-1.8962, -2.9208, 1.1510], [2.3293, 4.0373, -6.1219], [-7.3523, -0.1992, 4.5374], [1.7419, 1.6136, -3.7830], [-9.0806, 0.5903, 2.8203], [-3.2035, -3.4208, 1.5364], [-2.4461, 2.3772, -3.1234], [2.5215, -3.8071, -0.4592], [4.6020, -1.1631, -2.2375], [0.8921, 4.1404, 1.5117], [-0.7505, -5.4883, 2.9619], [-4.0788, 2.7864, 2.4644], [-9.9724, 1.1079, 1.8832], [-3.5642, -4.4461, 1.4684], [-0.9484, 0.6044, -4.6485], [-1.5612, -2.5175, -2.1753], [8.0717, 0.0548, -4.1137], [-1.6905, 4.3094, 2.0501], [-0.7050, -0.9761, -3.8616], [1.2264, 4.8576, 0.3443], [1.5524, 6.5287, 3.8420], [-7.2236, 1.0771, 1.4009], [-4.9125, -0.3064, 4.0644], [3.2097, 3.1754, 1.1056], [2.7495, 8.6109, 2.8661], [2.8418, 1.8549, -2.9521], [5.4694, -1.4062, 0.0301], [9.4057, 0.6972, -3.1267], [-10.0886, 0.4388, 1.0621], [3.1056, 9.6209, 2.6394], [-3.1140, -1.1599, 1.5841], [-3.0018, 2.7364, -0.9195], [4.3821, 4.3313, -4.7286], [5.3642, -1.4440, 1.1148], [2.9678, 1.2508, -2.0139], [-1.9905, 2.4256, -1.7988], [0.7794, 0.4878, -3.3979], [0.8648, -2.2772, 0.0637], [-4.9684, 0.3844, 2.0497], [2.5893, 0.0423, 0.1474], [3.5392, 1.0842, 0.3204], [-1.4369, 1.0963, 1.2911], [2.1257, -2.3770, -0.3529], [2.0649, 8.6676, 3.7115], [-2.7744, 1.2341, 1.5781], [8.3454, 0.4134, -3.0945], [2.1699, 8.1470, 1.6293], [-1.0927, -6.0730, 2.0597], [-10.9752, 1.1269, 2.3921], [1.4269, 6.1367, 2.8221], [0.7608, 2.1745, -5.6752], [-1.7324, -5.8828, -0.2537], [0.3361, -0.5710, -5.2163], [6.9390, -1.0141, -1.8494], [0.9039, 4.1695, 3.6961], [1.6755, 6.1878, 0.4283], [-2.0481, -7.2288, -0.2652], [-1.3712, -7.4084, 2.0108], [-5.6065, 1.2485, 0.0908], [-4.9968, -2.2739, 1.9195], [-9.7263, 2.1153, 1.5711], [-2.3766, -7.7040, -1.1786], [2.8709, 2.1322, 0.8013], [-2.0707, -11.2087, 1.5439], [7.6578, -1.2394, 0.0921], [1.9825, 6.7775, -0.4420], [-1.8232, -5.1862, -1.0856], [4.5590, 0.8039, 0.3301], [-0.7137, -10.3285, 2.0358], [1.1882, 4.4686, -0.6647], [2.9735, -1.2298, -0.3418], [4.3768, -1.3467, -0.8192], [1.3656, 0.4883, 0.5355], [-1.7609, -7.9979, 0.8015], [-1.7533, -10.1745, 1.8174], [6.7710, -1.2131, -0.4937], [3.5427, 7.8860, 3.0583], [-1.9706, 3.2940, 1.9072], [8.2262, -0.7671, -2.2114], [1.6192, 2.3764, -4.9609], [-7.7377, 0.6198, 2.6135], [5.8535, -1.0356, -2.7430], [-3.0916, 2.5900, 2.0868], [3.6889, 3.5053, -4.5135], [-5.5405, 0.0264, 3.2804], [-3.9515, -2.3720, 1.7439], [1.5055, -5.6654, -0.1119], [-0.2032, -0.1320, -4.3246], [6.0868, -0.8895, -3.8061]], "atomic_forces_ev_per_a": [[0.6, -0.2, -0.2], [-0.4, 1.8, -0.9], [1.7, -0.3, -0.7], [2.8, 1.5, -0.6], [-1.7, 0.4, 1.5], [-0.3, -1.5, -0.2], [0.2, -0.9, 1.2], [-0.1, 0.3, 0.4], [-0.8, 0.1, 1.3], [-0.8, 0.3, 0.1], [-0.8, -0.1, 0.3], [-0.1, 0.0, 0.0], [0.0, 0.3, 0.5], [-0.8, -0.7, 0.7], [0.3, -0.5, -0.5], [-2.0, 1.1, -2.2], [0.1, 0.1, -0.1], [0.2, -0.4, -0.3], [1.4, -2.1, 1.1], [-0.3, -1.0, 1.7], [-0.1, -0.6, 0.8], [0.3, 0.2, -0.2], [0.1, 1.1, 0.3], [-0.6, -1.3, -1.4], [1.4, 0.9, 0.5], [0.4, -0.6, -0.5], [-1.9, -0.5, 2.0], [0.4, -0.5, 1.2], [0.1, -0.5, 0.1], [0.8, 0.4, -0.8], [0.0, -0.3, -0.3], [0.1, -0.2, 1.4], [0.5, -1.7, -0.8], [-0.3, 0.7, -0.2], [-0.8, 1.0, 0.4], [-1.8, -0.3, 2.0], [-0.6, -1.1, -1.4], [-0.3, -1.3, -0.7], [0.0, 0.6, 0.0], [-1.4, 0.2, 1.1], [0.4, 0.3, 0.2], [0.2, -0.1, -0.1], [-0.2, 0.2, 0.1], [0.0, 0.7, 0.6], [-0.3, 0.7, 0.4], [0.0, 0.2, 0.3], [0.4, 1.4, 0.2], [-0.1, 0.1, -0.7], [3.3, -1.4, 1.9], [0.8, -0.5, 0.5], [-0.1, -1.8, -0.5], [0.1, -0.2, -1.2], [0.2, -0.9, 0.2], [0.9, 0.3, -0.3], [-0.4, -0.1, 0.3], [0.1, -0.4, -1.0], [0.2, -0.3, 0.2], [-1.0, -1.1, -0.1], [0.3, 0.0, 0.0], [-0.2, -0.6, -0.1], [-0.2, -0.2, -0.3], [-0.2, 0.8, -1.1], [-0.2, -0.4, -1.5], [0.5, 0.4, 0.6], [-1.3, -0.6, 0.3], [-2.9, 0.3, -0.3], [0.3, -0.7, -0.1], [0.4, -1.2, 0.4], [-1.0, 0.5, -1.3], [2.4, 0.2, 0.0], [-0.2, -0.1, -0.1], [1.9, 0.2, 1.3], [0.0, -1.6, -0.1], [-0.4, -0.1, 0.8], [0.3, 2.8, 0.3], [1.0, 0.1, -0.4], [0.3, -0.7, 0.4], [1.0, 0.3, 1.2], [0.4, 1.5, 1.1], [-0.4, 0.8, 0.7], [-0.4, -0.1, 0.7], [0.1, 1.2, -1.7], [-0.2, -0.5, -0.1], [0.2, 0.9, -2.1], [0.6, -0.4, -0.6], [0.9, 0.1, -0.5], [-0.5, -0.3, 0.2], [0.1, 0.2, -0.2], [-0.2, 0.0, -0.1], [-0.1, 3.8, 0.7], [-0.4, 1.0, 0.1], [0.4, 0.1, 0.6], [-0.2, -0.4, 0.2], [-0.2, -0.5, -0.3], [1.0, 0.7, -0.3], [1.1, 0.4, -0.2], [-0.3, -0.6, 0.2], [-1.0, -1.1, 0.3], [0.4, 0.3, -1.4], [-1.5, -0.8, -1.2], [-0.1, -0.1, 2.8], [0.1, -1.1, -0.4], [-1.7, -0.5, -0.4], [0.3, 0.4, 0.5], [1.6, -0.8, -0.5], [0.7, 1.5, -1.3], [-1.9, -1.3, -0.8], [-0.2, 0.7, -1.7], [1.6, 0.3, -0.6], [0.3, -1.3, -1.1], [-0.6, 0.5, 0.1], [-0.2, 0.5, -0.2], [-0.8, 3.0, 0.4], [-0.7, 0.9, 0.6], [0.5, -0.2, -1.5], [-0.5, 0.0, 0.4]], "lowdin_charge": [0.12, 0.03, -0.12, -0.03, -0.25, -0.07, -0.06, 0.15, -0.22, 0.08, -0.07, -0.07, -0.30, -0.01, -0.03, 0.06, 0.10, 0.10, -0.27, -0.05, 0.09, 0.10, 1.59, -0.13, -0.10, -0.22, 0.05, -0.30, 0.10, 0.13, -0.12, -0.09, -0.01, 0.11, -0.01, 0.00, -0.20, 0.14, 0.11, -0.10, 0.12, 0.10, 0.05, 0.09, 0.10, -0.06, -0.01, 0.10, 0.00, 0.11, 0.13, -0.08, -0.01, -0.03, 0.08, 0.08, 0.09, -0.20, 0.17, 0.10, 0.13, 0.10, -1.24, -0.34, -0.05, -0.22, -0.28, -0.05, 0.04, -0.24, 0.08, -0.21, -0.04, -0.11, -0.03, 0.11, -0.03, 0.14, -0.01, 0.11, -0.33, 0.15, 0.00, -0.01, -0.03, 0.12, 0.10, 0.09, 0.12, -0.02, 0.10, 0.11, 0.12, 0.07, 0.09, 0.08, 0.11, -0.07, -0.20, 0.02, -0.31, -0.10, 0.01, 0.10, 0.03, -0.12, -0.04, -0.29, -0.02, 0.02, -0.08, -0.03, 0.01, 0.11, -0.04, 0.12]}

***

Calculated total energy
In order: -165986.9895, -190204.4391
Unit: eV